A structure of composition C45H88F3O15SV in a non-equilibrium geometry, computed with the ωB97M-V functional and the def2-TZVPD basis.

Geometry as XYZ:
```
153
Properties=species:S:1:pos:R:3:forces:R:3
O -0.699401 1.238830 -4.284685 -3.29 -0.91 -0.10
V -2.041000 0.625546 -3.775519 6.01 0.15 3.68
C -0.498055 -0.125899 0.720546 -0.70 -0.59 -1.86
F -1.454506 0.748774 0.995780 -0.90 -0.12 -0.05
F 0.463720 0.101507 1.546784 1.20 -0.37 0.67
F -0.948109 -1.413338 0.827128 0.29 1.51 0.05
S 0.109854 0.163597 -1.071471 3.88 0.04 -0.50
O 0.898595 1.416230 -1.078477 -1.67 -2.04 0.51
O 0.836521 -1.066571 -1.398767 -1.01 1.39 0.59
O -1.102440 0.307290 -1.900377 -2.26 -0.22 -0.65
C -2.898420 4.310541 -1.145588 -0.80 -0.35 1.04
C -3.641679 3.191595 -0.325734 0.08 1.73 -0.45
C -3.809687 2.168896 -1.414235 -1.11 -1.23 0.88
O -2.625622 2.212326 -2.182068 -0.09 -0.09 -2.52
C -1.973317 3.470810 -1.937051 1.95 0.86 -0.17
H -2.344901 5.010753 -0.519952 -0.06 -0.08 0.03
H -3.559367 4.888964 -1.791101 -0.25 -0.12 0.11
H -4.579958 3.573391 0.076718 -0.02 -0.28 -0.03
H -2.999298 2.877145 0.496801 -0.06 -0.27 -0.12
H -4.680509 2.346102 -2.045400 -0.10 0.28 0.00
H -3.878916 1.151269 -1.029867 -0.11 -0.11 0.13
H -1.650584 4.015391 -2.824384 -0.09 -0.64 -0.48
H -1.078329 3.245038 -1.357277 0.11 -0.17 -0.02
C 1.806132 5.824697 -4.289845 -0.26 0.23 -0.42
C 2.544635 5.064299 -3.192564 -0.12 -0.48 0.47
C 1.683159 3.774042 -3.052869 0.64 1.15 -0.59
O 1.118802 3.596799 -4.352916 -0.88 -0.53 -1.11
C 1.304934 4.714988 -5.255290 1.26 0.52 1.69
H 2.369950 6.612299 -4.789732 0.31 -0.25 -0.07
H 0.982662 6.365673 -3.823650 -0.35 -0.19 -0.04
H 2.639234 5.632982 -2.267504 -0.35 0.00 0.07
H 3.580130 4.808505 -3.417072 -0.05 -0.12 -0.52
H 0.870946 3.858762 -2.330918 0.04 0.18 0.13
H 2.267407 2.891952 -2.790803 0.00 0.03 -0.06
H 0.432898 4.970549 -5.857243 -0.39 -0.21 0.51
H 2.095182 4.495037 -5.973078 0.19 -0.28 -0.03
C 4.358416 -1.255128 4.406392 0.93 0.54 0.79
C 3.330344 -0.383422 5.169782 -0.49 -0.13 -0.72
C 2.017103 -0.862452 4.516769 -0.27 0.18 0.68
O 2.210696 -2.223143 4.282638 0.35 -1.14 -0.65
C 3.549283 -2.378647 3.775884 -0.15 0.39 -0.27
H 5.153269 -1.643273 5.043296 -0.15 0.08 0.31
H 4.890782 -0.669040 3.657272 -0.18 -0.01 -0.19
H 3.383835 0.697964 5.043900 0.55 -0.02 -0.07
H 3.388180 -0.602177 6.236036 -0.39 -0.06 -0.05
H 1.733134 -0.387600 3.577637 0.64 0.54 -0.31
H 1.123104 -0.721827 5.124300 0.10 -0.23 0.41
H 3.693166 -2.199224 2.710416 -0.99 -0.23 -0.44
H 3.863927 -3.411349 3.926300 0.04 0.17 0.50
C 1.933422 -4.317621 -0.274386 -0.89 1.39 -0.38
C 2.755295 -5.488288 0.059371 0.98 -1.47 0.07
C 3.747892 -4.961293 1.110698 -1.30 -0.54 -0.40
O 4.029058 -3.664412 0.650743 0.25 1.00 -0.13
C 2.852320 -3.108242 0.051863 -0.80 -0.95 -0.54
H 0.998565 -4.327340 0.286010 0.06 0.31 0.27
H 1.635521 -4.255893 -1.321068 0.02 -0.22 -0.11
H 3.311947 -5.790641 -0.827662 0.17 -0.23 0.06
H 2.158299 -6.334684 0.398935 0.14 -0.11 0.07
H 4.624237 -5.602847 1.203150 0.23 0.46 -0.10
H 3.237118 -4.914821 2.072488 0.01 -0.02 0.35
H 3.085730 -2.612176 -0.890234 0.47 0.19 0.28
H 2.249764 -2.429440 0.655396 0.63 0.28 0.54
C 0.339890 5.556783 2.681923 0.58 0.55 -0.17
C -0.232858 4.314029 1.975000 -0.41 0.42 -0.01
C -0.327896 3.248730 3.048856 0.51 0.50 1.07
O 0.611551 3.680844 4.023996 1.29 0.05 1.04
C 0.645869 5.123173 4.118261 -0.88 -0.59 -0.90
H -0.289054 6.444218 2.611359 -0.15 -0.11 0.16
H 1.273574 5.809916 2.179648 0.01 0.10 -0.01
H 0.520341 4.091913 1.219053 -0.45 -0.62 -0.24
H -1.222467 4.499551 1.557446 0.10 0.07 -0.38
H -0.104373 2.234082 2.719291 0.45 0.13 0.02
H -1.241803 3.162141 3.636543 -0.85 0.33 -0.69
H 1.596106 5.476655 4.518524 0.17 -0.44 -0.23
H -0.115791 5.537303 4.778909 -0.32 -0.41 0.30
C -1.325196 -6.100900 0.241643 -0.33 -0.09 0.66
C -2.281161 -7.136409 -0.392676 0.34 -0.61 0.89
C -3.164555 -6.346506 -1.343097 0.19 -0.15 0.58
O -2.898527 -5.019119 -0.990882 -0.19 2.48 0.12
C -2.251601 -4.868302 0.309173 0.47 -1.03 -1.50
H -0.419644 -6.020700 -0.359736 -0.20 0.65 -0.28
H -0.956799 -6.401563 1.222454 -0.24 -0.17 0.12
H -2.928304 -7.514784 0.398613 0.11 -0.26 0.06
H -1.723623 -7.975435 -0.808954 -0.21 0.04 -0.18
H -4.224630 -6.534768 -1.173098 -0.12 -0.30 -0.04
H -2.962902 -6.492466 -2.404285 0.20 0.05 -0.06
H -2.956594 -4.877960 1.140440 -0.28 -0.49 -0.03
H -1.809277 -3.873029 0.352542 0.35 -0.12 -0.37
C -4.909851 -1.110467 0.782158 -0.18 1.39 -0.35
C -5.833354 -1.831670 -0.159632 -0.85 -1.00 -0.51
C -5.481728 -3.300950 0.048653 0.36 0.63 -0.30
O -5.186687 -3.303684 1.443093 -0.35 -1.59 0.31
C -4.498853 -2.139267 1.824214 0.03 0.68 -0.48
H -5.459566 -0.266282 1.198417 0.20 0.07 0.33
H -4.083716 -0.670623 0.223460 0.36 -0.15 0.09
H -5.785126 -1.474583 -1.188349 0.02 -0.09 -0.09
H -6.874046 -1.814527 0.164053 -0.05 0.68 0.02
H -4.664876 -3.643072 -0.586792 0.53 0.10 0.28
H -6.301353 -3.972778 -0.206211 -0.18 0.00 0.60
H -3.421060 -2.301893 1.820990 0.19 -0.06 0.03
H -4.783896 -1.768198 2.808672 -0.08 -0.60 0.10
C 3.790305 3.129974 2.817205 1.12 -0.50 2.30
C 3.335306 2.268253 1.670617 0.24 -0.47 -0.45
C 3.817180 3.091459 0.472102 -0.80 -0.07 0.37
O 3.685722 4.435443 0.928951 -0.11 0.75 -0.79
C 4.123298 4.515489 2.287849 -0.75 -0.20 -0.57
H 4.691275 2.718526 3.272251 0.27 -0.20 -0.16
H 3.118589 3.143973 3.675527 -0.44 0.17 -0.32
H 2.262440 2.078444 1.702483 -0.18 0.57 -0.38
H 3.738077 1.255491 1.656755 0.42 0.04 0.20
H 3.179222 2.883002 -0.386774 -0.09 0.54 -0.12
H 4.844355 2.908918 0.156344 0.24 -0.26 0.30
H 3.583433 5.314433 2.796126 -0.33 -0.01 -0.19
H 5.168347 4.815928 2.363296 0.29 -0.40 -0.19
C -1.717732 0.445742 5.848969 2.67 0.04 0.09
C -2.906925 0.143137 6.626084 -2.85 -0.45 1.74
C -3.674605 -0.871580 5.773208 0.10 0.65 -0.21
O -3.445522 -0.342053 4.496297 0.53 0.69 -1.85
C -2.059553 0.098510 4.425441 -1.02 -1.11 -0.71
H -0.931308 -0.220886 6.202872 0.34 0.06 -0.16
H -1.366094 1.456224 6.057241 0.03 0.06 -0.44
H -3.508878 1.048142 6.708120 -0.29 -0.06 0.12
H -2.723400 -0.218410 7.637867 0.15 0.06 0.00
H -4.763141 -0.917394 5.806139 0.05 0.08 0.78
H -3.279149 -1.882779 5.869113 0.22 -0.24 0.06
H -1.908986 0.852279 3.652604 -0.53 0.33 0.28
H -1.537982 -0.778541 4.042241 0.61 -0.11 0.27
C 3.694692 1.041822 -5.143407 0.59 0.60 1.05
C 3.239116 1.336137 -6.528023 -0.32 1.30 -1.03
C 1.765978 1.060299 -6.483946 -0.28 -0.89 -1.87
O 1.620390 0.029845 -5.551019 -0.81 -0.27 0.39
C 2.498836 0.350744 -4.481566 0.54 -1.08 0.31
H 3.983788 1.984266 -4.678299 0.06 -0.22 0.47
H 4.559222 0.379547 -5.189150 -0.02 0.10 0.34
H 3.820032 0.749282 -7.239525 -0.49 0.02 -0.26
H 3.252915 2.388858 -6.810325 0.91 0.12 -0.01
H 1.478706 0.696550 -7.470478 -0.43 -0.27 0.00
H 1.139680 1.931648 -6.292587 0.17 0.18 0.53
H 2.835981 -0.600204 -4.069112 -0.16 -0.08 0.20
H 1.965637 0.863873 -3.681260 0.15 0.50 -0.11
C -0.922850 -3.537698 -4.790812 0.34 -0.14 -1.38
C -1.350469 -3.909987 -3.431353 -0.81 -0.74 1.39
C -1.788546 -2.596758 -2.776869 -0.53 -0.93 0.65
O -1.405024 -1.568791 -3.734774 -1.68 1.85 0.67
C -0.433814 -2.148383 -4.563153 1.76 0.46 -1.88
H -1.776017 -3.561071 -5.468793 0.10 0.10 -0.25
H -0.132107 -4.184824 -5.170360 -0.11 0.05 -0.13
H -0.538053 -4.386793 -2.882965 -0.11 0.08 0.16
H -2.221312 -4.565459 -3.421155 0.33 -0.22 0.00
H -1.331951 -2.496607 -1.792185 0.23 0.62 -0.25
H -2.870261 -2.618033 -2.644450 -0.04 0.44 -0.12
H 0.554141 -2.145883 -4.102673 -0.07 -0.01 0.61
H -0.274218 -1.505261 -5.428607 -0.35 -0.12 -0.17
```
Positions in Å, forces in eV/Å.

Calculated values
2S+1	2
Kohn-Sham gap (alpha / beta)	4.717 / 5.062	eV
total charge	+1
ΔE to the lowest compared entry with this formula, charge and spin	378.6	kJ/mol